Molecular formula: C15H33Cr2F2O22P4
Method: DFT, ωB97M-V with the def2-TZVPD basis set

Summary:
* orbital gap (spin up / spin down): 4.27 / 8.33 eV
* 2S+1: 10
* expectation value of S²: 24.78
* LUMO level (spin up / spin down): -0.21 / -0.47 eV

Atoms and positions in Å:
Cr1 1.985 -0.418 -0.984
Cr2 -3.273 -0.307 -1.168
P1 -0.618 0.155 -0.849
O1 0.562 1.015 -1.341
O2 -1.896 0.699 -0.076
O3 0.235 -0.942 -0.184
O4 -1.448 -0.554 -2.005
C1 -2.644 1.839 2.756
C2 -3.223 2.663 1.704
O5 -3.274 3.957 2.288
C3 -2.362 4.170 3.158
O6 -2.321 5.193 3.789
O7 -1.784 2.968 3.282
F1 -4.409 2.306 1.339
H1 -2.153 0.896 2.512
H2 -3.469 1.491 3.378
H3 -2.635 2.620 0.787
C4 -0.162 3.763 -1.202
C5 0.456 3.712 0.211
O8 -0.468 4.438 1.046
C6 -1.101 5.367 0.253
O9 -1.798 6.333 0.668
O10 -0.763 5.050 -1.008
F2 1.639 4.285 0.172
H4 -0.877 2.977 -1.440
H5 0.646 3.769 -1.934
H6 0.679 2.733 0.636
C7 -3.095 -4.622 -2.319
O11 -2.607 -4.743 -1.064
P2 -3.002 -3.696 0.117
O12 -3.026 -2.302 -0.401
O13 -4.373 -4.117 0.832
C8 -4.419 -5.112 1.807
O14 -1.840 -3.940 1.290
C9 -1.425 -2.847 2.087
H7 -4.121 -4.253 -2.308
H8 -3.095 -5.696 -2.507
H9 -2.431 -4.106 -3.013
H10 -4.791 -4.674 2.733
H11 -3.489 -5.678 1.867
H12 -5.186 -5.818 1.487
H13 -2.035 -2.737 2.983
H14 -1.514 -1.865 1.623
H15 -0.429 -3.084 2.460
C10 -0.320 -1.476 -4.968
O15 1.011 -1.423 -5.325
P3 2.026 -0.354 -4.585
O16 2.219 -0.661 -3.165
O17 3.476 -0.361 -5.437
C11 4.514 0.443 -5.170
O18 1.336 1.095 -4.924
C12 1.757 2.298 -4.367
H16 -0.448 -1.943 -3.992
H17 -0.764 -2.136 -5.713
H18 -0.925 -0.574 -5.057
H19 4.747 1.251 -5.864
H20 5.395 -0.196 -5.116
H21 4.434 0.837 -4.157
H22 1.688 3.137 -5.060
H23 2.807 2.246 -4.078
H24 1.313 2.621 -3.425
C13 3.142 -2.238 4.059
O19 3.223 -1.911 2.716
P4 3.239 -0.307 2.293
O20 2.866 -0.202 0.875
O21 2.152 0.434 3.232
C14 0.776 0.440 2.878
O22 4.751 0.224 2.770
C15 4.966 0.876 3.955
H25 2.414 -2.984 4.378
H26 3.175 -1.434 4.795
H27 4.026 -2.854 4.220
H28 0.116 0.497 3.743
H29 0.561 -0.547 2.466
H30 0.674 1.147 2.055
H31 5.583 1.747 3.735
H32 5.416 0.089 4.560
H33 4.009 1.333 4.208

What are the Mulliken partial charges on each atom? They are as follows, in elementary charge units: number 1, Cr, carries 0.906; number 2, Cr, carries -0.047; number 3, P, carries 1.873; number 4, O, carries -0.500; number 5, O, carries -0.379; number 6, O, carries -0.776; number 7, O, carries -0.833; number 8, C, carries 0.355; number 9, C, carries 0.907; number 10, O, carries -0.385; number 11, C, carries 0.770; number 12, O, carries -0.603; number 13, O, carries -0.413; number 14, F, carries -0.356; number 15, H, carries -0.377; number 16, H, carries 0.318; number 17, H, carries -0.190; number 18, C, carries 0.209; number 19, C, carries 1.298; number 20, O, carries -0.294; number 21, C, carries 0.631; number 22, O, carries -0.572; number 23, O, carries -0.428; number 24, F, carries -0.348; number 25, H, carries 0.154; number 26, H, carries -0.078; number 27, H, carries -0.714; number 28, C, carries -0.665; number 29, O, carries -0.332; number 30, P, carries 0.546; number 31, O, carries 0.031; number 32, O, carries -0.320; number 33, C, carries -0.701; number 34, O, carries -0.392; number 35, C, carries -0.149; number 36, H, carries 0.360; number 37, H, carries 0.307; number 38, H, carries 0.137; number 39, H, carries 0.248; number 40, H, carries 0.353; number 41, H, carries 0.295; number 42, H, carries 0.341; number 43, H, carries -0.253; number 44, H, carries 0.233; number 45, C, carries -0.525; number 46, O, carries -0.427; number 47, P, carries 0.598; number 48, O, carries -0.237; number 49, O, carries -0.388; number 50, C, carries -0.604; number 51, O, carries -0.272; number 52, C, carries -0.446; number 53, H, carries 0.166; number 54, H, carries 0.328; number 55, H, carries 0.309; number 56, H, carries 0.257; number 57, H, carries 0.274; number 58, H, carries 0.220; number 59, H, carries 0.391; number 60, H, carries 0.221; number 61, H, carries -0.081; number 62, C, carries -0.751; number 63, O, carries -0.293; number 64, P, carries 0.263; number 65, O, carries 0.040; number 66, O, carries -0.382; number 67, C, carries 0.068; number 68, O, carries -0.319; number 69, C, carries -0.625; number 70, H, carries 0.272; number 71, H, carries 0.333; number 72, H, carries 0.327; number 73, H, carries 0.357; number 74, H, carries 0.214; number 75, H, carries -0.286; number 76, H, carries 0.261; number 77, H, carries 0.276; number 78, H, carries 0.296

---

Molecular formula: C3H11N4
Method: DFT, ωB97M-V with the def2-TZVPD basis set

Summary:
* orbital gap: 10.82 eV
* charge: +1
* LUMO level: -2.59 eV

Atoms and positions in Å:
C1 -1.623 -0.684 -0.252
C2 1.217 1.284 -1.351
C3 1.275 0.289 0.781
N1 -2.322 -1.648 -0.829
N2 1.184 0.176 2.063
N3 1.033 1.300 0.027
N4 -0.811 -0.810 0.688
H1 -1.567 0.214 -0.865
H2 1.525 0.365 -1.706
H3 0.221 1.493 -1.664
H4 1.995 2.053 -1.717
H5 1.943 -0.376 0.233
H6 -3.181 -1.523 -1.427
H7 -2.326 -2.590 -0.447
H8 0.467 0.710 2.542
H9 1.460 -0.695 2.432
H10 0.420 2.116 0.378
H11 -0.911 -1.676 1.114

What are the Mulliken partial charges on each atom? They are as follows, in elementary charge units: number 1, C, carries 0.172; number 2, C, carries -0.887; number 3, C, carries 0.167; number 4, N, carries -0.395; number 5, N, carries -0.365; number 6, N, carries -0.164; number 7, N, carries -0.425; number 8, H, carries 0.179; number 9, H, carries 0.376; number 10, H, carries 0.332; number 11, H, carries 0.265; number 12, H, carries 0.309; number 13, H, carries 0.254; number 14, H, carries 0.208; number 15, H, carries 0.273; number 16, H, carries 0.261; number 17, H, carries 0.315; number 18, H, carries 0.124

---

Molecular formula: C30H74F12N6O8PS2
Method: DFT, ωB97M-V with the def2-TZVPD basis set

Summary:
* orbital gap: 7.94 eV
* charge: +3
* LUMO level: -6.06 eV

Atoms and positions in Å:
P1 0.345 0.547 0.356
F1 0.477 -1.034 0.563
F2 -0.392 0.317 -1.061
F3 -1.085 0.644 1.130
F4 0.369 2.150 0.090
F5 1.119 0.816 1.765
F6 1.783 0.427 -0.468
C1 -4.969 -3.449 -0.180
N1 -3.474 -3.403 0.152
C2 -2.926 -4.656 -0.520
C3 -2.854 -2.159 -0.346
C4 -3.345 -3.371 1.671
C5 -1.985 -3.757 2.244
O1 -1.646 -5.102 1.992
H1 -5.473 -2.535 0.115
H2 -5.360 -4.294 0.383
H3 -5.004 -3.725 -1.228
H4 -1.860 -4.782 -0.343
H5 -3.146 -4.647 -1.584
H6 -3.461 -5.486 -0.063
H7 -2.869 -2.103 -1.435
H8 -1.817 -2.098 -0.019
H9 -3.414 -1.297 0.016
H10 -4.129 -4.041 2.026
H11 -3.595 -2.377 2.048
H12 -2.135 -3.676 3.332
H13 -1.206 -3.050 1.960
H14 -2.393 -5.649 2.261
C6 -0.711 -0.274 4.208
N2 -1.517 0.846 4.830
C7 -2.692 0.163 5.504
C8 -0.698 1.581 5.844
C9 -1.911 1.706 3.648
C10 -2.879 2.876 3.927
O2 -2.424 3.644 5.016
H15 0.221 0.167 3.872
H16 -1.259 -0.681 3.359
H17 -0.667 -1.118 4.893
H18 -2.295 -0.537 6.231
H19 -3.298 -0.333 4.752
H20 -3.217 0.982 5.991
H21 -1.384 2.238 6.370
H22 0.030 2.220 5.352
H23 -0.229 0.867 6.516
H24 -2.498 1.082 2.977
H25 -1.000 2.049 3.169
H26 -3.864 2.437 4.108
H27 -2.912 3.467 3.010
H28 -2.434 4.585 4.819
C11 4.941 -2.167 0.155
N3 4.393 -2.353 1.560
C12 5.411 -3.152 2.330
C13 4.290 -0.998 2.220
C14 3.027 -2.990 1.426
C15 2.112 -2.846 2.603
O3 2.694 -3.538 3.706
H29 4.278 -1.450 -0.320
H30 4.980 -3.184 -0.232
H31 5.971 -1.815 0.141
H32 5.477 -4.127 1.850
H33 5.135 -3.295 3.369
H34 6.360 -2.634 2.217
H35 3.694 -0.300 1.641
H36 5.322 -0.644 2.228
H37 3.992 -1.181 3.247
H38 3.179 -4.023 1.122
H39 2.604 -2.384 0.623
H40 1.178 -3.335 2.302
H41 1.836 -1.830 2.899
H42 2.334 -3.231 4.541
C16 3.224 3.449 -2.162
N4 3.360 4.317 -0.957
C17 3.478 3.365 0.218
C18 4.615 5.125 -1.125
C19 2.117 5.157 -0.756
C20 1.812 6.208 -1.788
O4 1.245 5.539 -2.915
H43 2.249 2.966 -2.145
H44 4.074 2.775 -2.212
H45 3.230 4.041 -3.076
H46 2.533 2.827 0.262
H47 3.461 3.962 1.131
H48 4.395 2.800 0.108
H49 4.890 5.588 -0.180
H50 4.424 5.880 -1.880
H51 5.421 4.481 -1.465
H52 2.240 5.634 0.221
H53 1.324 4.442 -0.529
H54 2.643 6.833 -2.122
H55 1.140 6.932 -1.316
H56 1.027 6.162 -3.618
C21 -2.907 3.722 -0.182
C22 -2.953 3.737 -1.705
C23 -1.662 3.098 -2.210
N5 -1.695 2.786 -3.689
C24 -1.859 4.020 -4.518
C25 -2.720 1.684 -3.987
C26 -2.200 1.119 -5.304
C27 -0.689 1.309 -5.326
C28 -0.393 2.119 -4.047
H57 -1.948 4.172 0.110
H58 -2.823 2.720 0.248
H59 -3.635 4.290 0.395
H60 -2.883 4.793 -1.971
H61 -3.813 3.201 -2.097
H62 -1.436 2.163 -1.703
H63 -0.780 3.727 -2.071
H64 -1.159 4.749 -4.125
H65 -2.871 4.402 -4.369
H66 -1.845 3.772 -5.575
H67 -3.719 2.112 -4.038
H68 -2.718 0.973 -3.163
H69 -2.652 1.550 -6.199
H70 -2.464 0.068 -5.429
H71 -0.340 1.838 -6.210
H72 -0.166 0.360 -5.233
H73 0.411 2.849 -4.033
H74 -0.249 1.333 -3.303
C29 0.234 -7.815 -2.726
F7 -0.583 -7.571 -3.726
F8 -0.127 -8.800 -1.954
F9 1.437 -8.072 -3.203
S1 0.340 -6.229 -1.678
O5 -1.014 -5.991 -1.177
O6 1.351 -6.489 -0.678
N6 0.901 -5.087 -2.825
S2 1.145 -3.744 -2.057
O7 0.430 -3.455 -0.823
O8 2.573 -3.503 -1.931
C30 0.477 -2.497 -3.288
F10 0.781 -1.245 -2.901
F11 1.035 -2.633 -4.484
F12 -0.837 -2.715 -3.390

Here are the Mulliken charges for atoms 1 to 99, given in e: number 1, P, carries 2.380; number 2, F, carries -1.060; number 3, F, carries -0.585; number 4, F, carries -0.373; number 5, F, carries -0.599; number 6, F, carries -0.501; number 7, F, carries -0.386; number 8, C, carries -0.951; number 9, N, carries 0.592; number 10, C, carries -1.042; number 11, C, carries -1.160; number 12, C, carries -0.961; number 13, C, carries 0.427; number 14, O, carries -0.499; number 15, H, carries 0.348; number 16, H, carries 0.447; number 17, H, carries 0.360; number 18, H, carries 0.587; number 19, H, carries 0.418; number 20, H, carries 0.333; number 21, H, carries 0.548; number 22, H, carries 0.173; number 23, H, carries 0.390; number 24, H, carries 0.377; number 25, H, carries 0.507; number 26, H, carries 0.485; number 27, H, carries -0.641; number 28, H, carries 0.393; number 29, C, carries -0.853; number 30, N, carries 0.241; number 31, C, carries -0.889; number 32, C, carries -0.811; number 33, C, carries 0.319; number 34, C, carries -0.781; number 35, O, carries -0.488; number 36, H, carries 0.414; number 37, H, carries 0.044; number 38, H, carries 0.447; number 39, H, carries 0.422; number 40, H, carries 0.281; number 41, H, carries 0.439; number 42, H, carries 0.439; number 43, H, carries 0.281; number 44, H, carries 0.337; number 45, H, carries -0.186; number 46, H, carries 0.220; number 47, H, carries 0.348; number 48, H, carries 0.427; number 49, H, carries 0.321; number 50, C, carries -0.773; number 51, N, carries 0.067; number 52, C, carries -0.800; number 53, C, carries -0.896; number 54, C, carries -0.109; number 55, C, carries -0.119; number 56, O, carries -0.589; number 57, H, carries 0.248; number 58, H, carries 0.482; number 59, H, carries 0.322; number 60, H, carries 0.375; number 61, H, carries 0.310; number 62, H, carries 0.415; number 63, H, carries 0.186; number 64, H, carries 0.507; number 65, H, carries 0.364; number 66, H, carries 0.345; number 67, H, carries -0.049; number 68, H, carries 0.145; number 69, H, carries 0.202; number 70, H, carries 0.353; number 71, C, carries -0.904; number 72, N, carries 0.133; number 73, C, carries -0.991; number 74, C, carries -0.885; number 75, C, carries -0.043; number 76, C, carries -0.773; number 77, O, carries -0.381; number 78, H, carries 0.251; number 79, H, carries 0.479; number 80, H, carries 0.391; number 81, H, carries 0.299; number 82, H, carries 0.393; number 83, H, carries 0.450; number 84, H, carries 0.355; number 85, H, carries 0.367; number 86, H, carries 0.389; number 87, H, carries 0.396; number 88, H, carries -0.032; number 89, H, carries 0.400; number 90, H, carries 0.441; number 91, H, carries 0.290; number 92, C, carries -1.170; number 93, C, carries -0.264; number 94, C, carries 0.521; number 95, N, carries 0.222; number 96, C, carries -0.793; number 97, C, carries -0.574; number 98, C, carries -0.661; number 99, C, carries -0.687